ORCA calculation (ωB97M-V with the def2-TZVPD basis set) on C3CoFO3 as an isolated structure.

```
8
C3CoFO3 (ωB97M-V with the def2-TZVPD basis set)
C -2.15 0.57 0.10
C -0.97 0.61 -0.12
O 0.29 0.62 -0.36
F -3.43 0.52 0.27
O 0.71 -2.15 0.10
C 1.30 -1.16 -0.11
O 2.33 -0.53 -0.05
Co 1.92 1.54 0.17
```

## Properties
HOMO level (alpha / beta)   -12.209 / -16.292 eV
Total charge   +1
Multiplicity   6
Orbital gap (alpha / beta)   8.0 / 7.3 eV
Energy relative to the best compared isomer or geometry (same formula, charge and spin)   9.26 kcal/mol

ORCA calculation (ωB97M-V with the def2-TZVPD basis set) on C22H32BF3N2O7Sn as an isolated structure.

```
68
C22H32BF3N2O7Sn (ωB97M-V with the def2-TZVPD basis set)
C -1.41 0.57 -1.38
C -2.23 -0.73 -1.98
B -1.63 -2.18 -1.40
O -2.17 -3.50 -1.76
C -0.37 -2.09 -0.34
C -0.54 -1.96 1.32
C -2.09 -1.93 1.91
C -2.67 -0.38 2.10
O -3.71 -0.21 1.07
C -4.90 0.49 1.57
O -4.93 1.38 2.57
C -6.33 0.17 0.77
C -5.97 -0.24 -0.81
N 0.58 -1.88 2.29
N 1.85 -1.95 1.80
C 2.96 -1.89 2.87
C 3.79 -0.48 2.87
C 2.87 0.87 3.01
C 3.64 2.10 2.21
C 2.49 3.06 1.50
O 3.16 3.88 0.45
C 2.05 4.75 -0.05
C 1.07 4.30 -1.30
O 1.82 5.93 0.55
C 2.37 -2.07 0.39
C 3.94 -2.19 -0.07
O 4.60 -1.19 -0.70
O 4.60 -3.50 0.20
C 1.23 -2.15 -0.84
C 1.67 -2.29 -2.43
C 2.25 -0.83 -2.93
C 1.50 -0.20 -4.25
F 0.87 -1.20 -5.15
F 2.58 0.48 -5.04
F 0.50 0.84 -3.90
H -0.24 0.47 -1.45
H -1.68 0.82 -0.27
H -1.75 1.51 -2.03
H -3.40 -0.66 -1.83
H -2.04 -0.73 -3.15
H -1.76 -3.71 -2.66
H -2.01 -2.40 3.01
H -2.83 -2.63 1.32
H -3.06 -0.32 3.20
H -1.78 0.36 1.87
H -6.98 -0.63 1.31
H -6.87 1.23 0.69
H -5.30 -1.22 -0.84
H -6.94 -0.45 -1.44
H -5.40 0.64 -1.38
H 2.47 -2.01 3.93
H 3.65 -2.85 2.73
H 4.49 -0.50 3.84
H 4.52 -0.35 1.96
H 2.86 1.18 4.15
H 1.80 0.71 2.56
H 4.33 2.71 2.96
H 4.34 1.73 1.34
H 2.05 3.78 2.32
H 1.66 2.41 0.98
H 1.64 3.78 -2.18
H 0.53 5.27 -1.70
H 0.27 3.54 -0.83
H 2.59 -3.04 -2.49
H 0.81 -2.73 -3.09
H 2.25 -0.11 -1.99
H 3.39 -0.98 -3.23
Sn -5.08 1.42 -2.72
```

## Properties
HOMO level   -13.017 eV
Total charge   +2
Orbital gap   1.4 eV
Energy relative to the best compared isomer or geometry (same formula, charge and spin)   434.17 kcal/mol

ORCA calculation (ωB97M-V with the def2-TZVPD basis set) on a single C3H10N2 molecule.

```
15
C3H10N2 (ωB97M-V with the def2-TZVPD basis set)
N -1.87 1.56 -0.38
C -1.20 0.19 -0.54
C 0.11 0.24 0.18
C 0.73 -1.12 0.38
N 2.09 -1.01 0.95
H -1.07 2.17 -0.54
H -2.56 1.75 -1.10
H -1.98 -0.50 -0.20
H -1.12 0.02 -1.62
H -0.08 0.90 1.03
H 0.83 0.79 -0.45
H 0.19 -1.79 1.06
H 0.84 -1.65 -0.58
H 2.24 -0.12 1.36
H 2.85 -1.41 0.45
```

## Properties
HOMO level   -8.847 eV
Total charge   0
Orbital gap   10.1 eV
Energy relative to the best compared isomer or geometry (same formula, charge and spin)   17.09 kcal/mol

ORCA calculation (ωB97M-V with the def2-TZVPD basis set) on a 14-piece molecular cluster, C18H64N24O14 overall.

```
120
C18H64N24O14 (ωB97M-V with the def2-TZVPD basis set)
C -1.82 -0.21 -0.52
C -0.37 -0.28 -0.07
C 0.49 0.47 -1.06
O -0.20 0.29 1.25
H -1.96 -0.77 -1.44
H -2.07 0.85 -0.51
H -2.61 -0.70 0.05
H -0.08 -1.33 0.06
H 0.61 -0.16 -1.95
H 1.44 0.76 -0.61
H 0.05 1.40 -1.42
H 0.56 -0.12 1.66
C 5.52 -0.72 1.62
C 4.60 0.55 1.85
C 5.47 1.74 1.97
O 3.60 0.68 0.95
H 6.27 -0.58 0.83
H 5.01 -1.59 1.21
H 6.12 -0.96 2.50
H 4.18 0.31 2.83
H 5.71 1.84 3.03
H 5.03 2.70 1.69
H 6.37 1.66 1.36
H 3.12 1.40 1.36
C 0.86 -2.48 -5.04
O 0.83 -2.08 -6.18
N 1.54 -3.46 -4.60
N 0.45 -1.76 -4.00
H 2.18 -4.02 -5.14
H 1.57 -3.65 -3.60
H 0.11 -2.17 -3.14
H 0.09 -0.86 -4.30
C 4.51 -1.24 -2.71
O 4.00 -2.05 -1.94
N 4.62 0.04 -2.41
N 5.12 -1.51 -3.81
H 4.13 0.55 -1.68
H 5.16 0.52 -3.11
H 5.86 -0.89 -4.11
H 4.92 -2.35 -4.33
C 1.24 1.14 4.95
O 1.56 -0.04 4.77
N 0.23 1.67 4.37
N 1.89 1.81 5.86
H -0.16 1.16 3.59
H -0.15 2.58 4.58
H 1.53 2.68 6.24
H 2.76 1.42 6.19
C 1.86 -3.01 1.05
O 1.20 -3.91 1.61
N 2.11 -3.17 -0.16
N 2.51 -2.10 1.65
H 2.74 -2.55 -0.65
H 1.54 -3.91 -0.55
H 3.16 -1.40 1.32
H 2.38 -2.15 2.65
C 2.76 3.67 -3.44
O 3.11 3.99 -4.59
N 2.51 2.44 -3.12
N 2.54 4.49 -2.51
H 2.33 1.75 -3.83
H 2.46 2.04 -2.19
H 2.50 4.03 -1.61
H 2.59 5.48 -2.67
C -1.09 -3.42 3.66
O -1.97 -3.70 2.85
N -0.44 -2.24 3.74
N -0.66 -4.32 4.44
H 0.24 -2.08 4.46
H -0.66 -1.55 3.04
H 0.18 -4.28 4.99
H -1.23 -5.15 4.33
C -4.56 -3.73 0.27
O -5.18 -4.34 -0.61
N -3.83 -4.46 1.04
N -4.40 -2.47 0.45
H -3.86 -5.47 0.97
H -3.12 -3.98 1.57
H -4.09 -2.10 1.33
H -5.01 -1.87 -0.08
C -2.16 2.81 -3.11
O -3.25 3.29 -2.90
N -2.04 1.57 -3.47
N -1.02 3.42 -3.13
H -1.15 1.46 -3.95
H -2.85 0.97 -3.54
H -0.19 2.84 -3.17
H -1.00 4.33 -2.70
C -3.17 0.72 3.68
O -2.46 -0.03 4.25
N -4.34 1.06 4.13
N -2.90 1.37 2.60
H -4.71 0.72 5.01
H -4.88 1.73 3.61
H -3.60 1.91 2.11
H -2.04 1.08 2.16
C -4.47 -1.44 -3.48
O -4.68 -0.51 -2.74
N -4.78 -1.37 -4.77
N -3.94 -2.53 -3.04
H -5.40 -0.62 -5.05
H -4.51 -2.10 -5.42
H -3.83 -3.37 -3.60
H -3.79 -2.51 -2.04
C 1.50 3.49 0.95
O 1.92 3.03 -0.09
N 0.23 3.29 1.24
N 2.22 4.15 1.84
H -0.31 2.80 0.53
H -0.06 3.67 2.13
H 1.85 4.62 2.66
H 3.22 4.23 1.76
C -5.26 2.19 0.24
O -5.19 3.39 0.49
N -5.83 1.32 0.92
N -4.58 1.59 -0.76
H -5.84 0.35 0.63
H -6.31 1.62 1.76
H -4.93 0.64 -0.82
H -3.95 2.00 -1.44
```

## Properties
HOMO level   -8.697 eV
Total charge   0
Orbital gap   8.3 eV
Energy relative to the best compared isomer or geometry (same formula, charge and spin)   140.52 kcal/mol

ORCA calculation (ωB97M-V with the def2-TZVPD basis set) on C2HLiO2Rb as an isolated structure.

```
7
C2HLiO2Rb (ωB97M-V with the def2-TZVPD basis set)
O 1.10 -0.19 2.50
C 0.93 -0.19 1.30
C 0.44 -0.46 0.12
H 0.40 -1.49 -0.23
Li 0.48 1.52 -1.24
Rb -2.85 0.80 -0.53
O -0.50 0.01 -1.92
```

## Properties
HOMO level (alpha / beta)   -6.525 / -6.458 eV
Total charge   0
Multiplicity   2
Orbital gap (alpha / beta)   5.5 / 5.4 eV

ORCA calculation (ωB97M-V with the def2-TZVPD basis set) on an isolated ion of composition C3H6N5O2 and charge +1.

```
16
C3H6N5O2 (ωB97M-V with the def2-TZVPD basis set)
C 0.49 0.54 0.52
C 0.12 0.41 -1.03
C -1.19 0.22 -1.16
N 0.74 -0.48 1.23
N 0.44 -1.74 0.70
N -2.34 -0.01 -1.11
N 0.57 -2.64 1.53
N 0.60 1.87 0.87
O 0.50 -3.86 0.99
O 0.81 -2.65 2.67
H 0.26 1.36 -1.49
H 0.88 -0.28 -1.65
H -3.35 -0.11 -1.35
H 0.86 -4.52 1.64
H 0.30 2.53 0.21
H 0.44 2.16 1.91
```

## Properties
HOMO level   -12.646 eV
Total charge   +1
Orbital gap   8.1 eV
Energy relative to the best compared isomer or geometry (same formula, charge and spin)   132.29 kcal/mol